Entry 1:
104
Properties=species:S:1:pos:R:3:forces:R:3 method="wB97M-V/def2-TZVPD" total_charge=-2 homo_ev=-3.0 homo_lumo_gap_ev=6.786 relative_energy_kcal_mol=25.2 lumo_ev=3.760
Pd -0.59819 0.23011 -0.93843 -0.297 0.169 -0.094
C 4.51646 -5.56993 -3.12071 0.000 -0.002 -0.004
C 3.19344 -4.93395 -2.78304 0.008 0.017 0.014
C 3.10546 -3.58023 -2.48253 0.025 -0.009 -0.004
C 1.89284 -2.99735 -2.13966 -0.059 0.007 0.043
C 0.74710 -3.77580 -2.09916 0.010 -0.020 -0.026
C 0.81691 -5.13198 -2.39030 -0.011 0.023 -0.030
C 2.03211 -5.70196 -2.73261 -0.006 -0.009 -0.013
S -0.83371 -3.02572 -1.70485 0.291 -0.034 -0.084
O -1.54844 -4.05329 -0.97634 0.000 0.003 0.004
O -1.38359 -2.62616 -2.97495 -0.020 0.059 -0.034
N -0.42691 -1.79617 -0.79793 -0.498 0.119 0.179
C -0.34208 -2.06447 0.64385 0.028 -0.049 -0.029
C -1.30495 -1.18632 1.46758 -0.039 -0.003 0.042
O -1.38580 -1.42410 2.67579 0.050 -0.041 -0.027
O -1.92251 -0.27253 0.82702 0.162 0.115 -0.179
H 5.28351 -4.81320 -3.28508 0.007 0.007 -0.003
H 4.44478 -6.18147 -4.02235 -0.002 -0.007 -0.009
H 4.85808 -6.21977 -2.31119 0.006 -0.004 0.002
H 4.00070 -2.96886 -2.50570 0.003 0.016 0.011
H 1.82958 -1.94900 -1.87314 0.038 0.017 0.007
H -0.08524 -5.72673 -2.33683 -0.010 -0.019 0.007
H 2.08412 -6.76190 -2.96084 -0.003 -0.012 0.007
H 0.67474 -1.84541 0.97471 0.050 -0.039 0.042
H -0.55682 -3.10984 0.86867 -0.009 0.089 0.014
F -5.48990 0.06453 -6.26826 0.011 0.005 -0.008
C -4.34878 0.09728 -5.55822 0.011 0.000 0.020
C -4.32876 -0.30108 -4.23616 -0.014 0.037 -0.109
F -5.46450 -0.72602 -3.66386 -0.015 0.006 0.015
C -3.15324 -0.27476 -3.50613 0.052 -0.080 -0.102
F -3.24230 -0.69761 -2.25463 0.016 0.080 0.313
C -1.94420 0.16637 -4.05009 0.028 0.010 0.049
S -0.38348 0.26627 -3.26455 0.028 0.072 0.146
C -2.00968 0.55915 -5.39005 -0.020 0.037 -0.024
F -0.90449 1.00191 -6.01414 -0.001 -0.001 0.008
C -3.17061 0.52712 -6.13712 -0.018 -0.018 0.067
F -3.16357 0.92221 -7.42214 -0.007 0.016 -0.048
C 2.24489 -1.32268 3.51002 0.041 -0.011 0.069
C 3.44758 -0.73294 2.78135 -0.043 -0.026 -0.046
C 3.19420 0.64289 2.12217 -0.005 0.001 -0.060
C 4.52147 1.19273 1.58369 -0.005 -0.048 -0.003
C 4.40177 2.58535 0.98048 -0.025 0.006 -0.004
C 2.66927 1.55912 3.20342 -0.071 -0.048 0.074
O 3.37126 1.96982 4.11643 0.029 0.021 -0.005
N 1.35002 1.85082 3.12465 0.153 0.050 -0.043
C 0.46731 1.54184 2.05344 -0.374 0.056 0.186
O -0.66166 1.98898 2.15269 0.183 0.192 -0.082
N 0.92425 0.82288 1.00351 0.431 0.137 -0.037
C 2.21620 0.43531 0.94400 -0.156 0.010 0.060
O 2.66990 -0.12718 -0.05348 0.084 -0.027 -0.094
H 2.48661 -2.31781 3.88794 -0.004 -0.007 -0.004
H 1.36132 -1.41842 2.88066 -0.032 0.020 -0.033
H 1.96101 -0.70717 4.36560 0.009 0.003 0.017
H 3.78060 -1.40006 1.98261 -0.009 -0.009 0.004
H 4.27607 -0.60521 3.48371 0.007 0.002 -0.015
H 4.86453 0.49193 0.82180 0.022 -0.020 0.032
H 5.24157 1.19844 2.40425 -0.003 0.027 0.001
H 3.65708 2.59462 0.18238 -0.017 -0.003 -0.051
H 5.35024 2.90846 0.54743 0.011 0.015 0.010
H 4.10752 3.31882 1.73416 -0.010 0.013 0.012
H 0.95188 2.43194 3.84792 -0.028 -0.024 -0.018
F 4.78739 4.60840 -4.49560 -0.039 -0.025 -0.007
C 3.93647 3.69880 -5.03530 0.014 0.010 0.007
F 4.67350 2.59552 -5.26583 -0.028 0.019 0.016
F 3.58249 4.19052 -6.24048 -0.010 -0.011 0.041
C 2.76034 3.43168 -4.14602 0.042 -0.029 -0.036
C 1.54169 4.04083 -4.39148 -0.016 0.011 0.006
C 0.47209 3.82476 -3.53293 -0.009 0.024 -0.020
C 0.60556 2.98231 -2.44020 0.104 0.048 0.105
C 1.83530 2.35014 -2.21794 -0.025 -0.009 0.052
C 2.90836 2.58031 -3.05579 0.001 0.043 -0.048
P -0.64479 2.58630 -1.15212 -0.074 -0.473 -0.386
C -0.28076 3.98452 -0.00092 -0.074 -0.264 0.279
C -1.32215 4.58386 0.71199 0.058 -0.101 -0.048
C -1.06800 5.60170 1.60673 0.072 0.017 0.082
C 0.24107 6.01959 1.82614 -0.030 0.093 0.057
C 1.28655 5.42611 1.14215 -0.027 -0.037 -0.035
C 1.02071 4.41543 0.22615 -0.029 0.045 0.040
C 0.48523 7.12009 2.81613 -0.011 0.002 0.017
F -0.19284 8.24960 2.49705 -0.012 -0.032 -0.022
F 0.08175 6.79046 4.06158 0.002 -0.015 -0.051
F 1.78050 7.47061 2.90986 0.002 -0.041 -0.025
C -2.33382 3.06578 -1.66293 0.098 0.049 -0.091
C -3.33851 2.19301 -1.25310 -0.056 -0.055 -0.084
C -4.66225 2.46105 -1.57299 -0.015 -0.022 -0.009
C -4.98222 3.60254 -2.29176 -0.057 0.027 0.006
C -3.99419 4.50898 -2.65509 -0.012 -0.038 0.010
C -2.67651 4.24441 -2.32385 -0.006 0.007 0.019
C -6.42209 3.88012 -2.61334 -0.036 0.010 -0.023
F -6.57053 4.84628 -3.54458 0.032 -0.034 0.025
F -7.11243 4.29775 -1.52566 0.035 -0.018 -0.017
F -7.06560 2.79288 -3.07326 0.045 0.027 0.024
H 1.41768 4.67540 -5.25835 0.000 0.004 -0.003
H -0.47364 4.28804 -3.76607 -0.038 0.005 -0.004
H 1.93308 1.62979 -1.40878 0.030 0.007 -0.020
H 3.85015 2.07843 -2.87590 0.001 -0.022 0.010
H -2.33615 4.23428 0.57937 -0.011 0.003 0.033
H -1.88234 6.05479 2.15738 -0.001 0.010 0.004
H 2.30523 5.74309 1.31595 0.011 0.003 0.003
H 1.84556 3.97327 -0.31114 0.045 -0.048 -0.002
H -3.08563 1.30656 -0.67974 0.025 -0.074 -0.016
H -5.43694 1.76746 -1.27273 -0.010 -0.005 0.007
H -4.25359 5.41231 -3.18950 -0.004 0.008 0.004
H -1.92161 4.98347 -2.55228 0.028 -0.004 -0.038

***

Entry 2:
86
Properties=species:S:1:pos:R:3:forces:R:3 method="wB97M-V/def2-TZVPD" total_charge=-1 homo_ev=-3.4 homo_lumo_gap_ev=3.113 lumo_ev=-0.295
N -9.24859 1.23822 2.17533 0.291 0.103 -0.040
C -9.32654 2.53510 1.46769 -0.322 -0.278 0.079
C -10.57987 2.67932 0.61234 -0.120 0.913 0.201
N -11.70845 3.23614 1.34303 0.428 -0.498 0.249
P -12.79698 2.15432 1.73113 -0.359 0.484 -0.163
S -14.12815 1.54434 0.39911 -0.286 -0.367 -0.178
H -9.81523 0.56130 1.67981 -0.031 -0.047 -0.030
H -8.29309 0.91180 2.10585 0.021 -0.182 0.072
H -9.37840 3.32979 2.19741 0.076 0.311 0.285
H -8.45007 2.71301 0.84762 0.320 -0.159 -0.179
H -10.31319 3.39704 -0.16400 0.021 0.014 -0.414
H -10.79447 1.72799 0.11024 0.047 -0.191 -0.191
H -12.21124 0.98527 2.28981 -0.061 -0.032 0.157
H -13.48362 2.71557 2.82116 0.026 -0.116 0.157
C -7.62715 -3.76194 5.18508 -0.014 0.061 -0.006
C -7.88223 -2.45791 4.77440 -0.022 -0.079 0.064
C -7.15674 -1.90291 3.73597 -0.102 0.109 0.050
C -6.16597 -2.64551 3.10891 0.093 -0.118 -0.010
C -5.89514 -3.94894 3.53514 0.056 0.096 -0.107
C -6.63636 -4.50554 4.56869 -0.078 -0.021 0.103
C -4.80812 -4.74968 2.90757 -0.004 -0.142 0.059
O -4.57347 -5.88357 3.27244 0.017 -0.009 0.003
C -4.00708 -4.11701 1.82077 -0.068 0.116 0.020
C -2.95293 -4.82357 1.25579 0.086 -0.021 -0.069
C -2.20752 -4.25579 0.23838 0.051 0.004 -0.053
C -2.51673 -2.98160 -0.22600 0.037 -0.027 0.010
C -3.56201 -2.27064 0.33591 0.104 0.036 -0.096
C -4.30548 -2.83104 1.36589 -0.039 -0.114 0.096
C -5.40784 -2.03647 1.98080 -0.065 0.136 -0.028
O -5.67201 -0.92558 1.57587 0.020 0.041 -0.006
H -8.20231 -4.19665 5.99157 -0.016 -0.004 0.012
H -8.65049 -1.87389 5.26234 -0.028 0.013 -0.018
H -7.36036 -0.89128 3.41432 0.031 0.003 -0.085
H -6.43115 -5.51765 4.88683 0.083 -0.029 -0.053
H -2.71945 -5.81404 1.61925 -0.084 -0.027 0.064
H -1.38141 -4.80151 -0.19790 0.031 0.021 -0.011
H -1.93514 -2.54378 -1.02686 0.018 -0.011 -0.019
H -3.80532 -1.27866 -0.01749 -0.085 0.032 0.064
C 1.72928 -0.20712 0.77049 0.047 0.044 0.006
C 2.93274 0.46560 0.58731 -0.069 -0.002 0.027
C 3.91765 -0.07888 -0.21674 0.005 0.076 0.036
C 3.70870 -1.30451 -0.83592 -0.058 -0.117 -0.026
C 2.50683 -1.98863 -0.63605 0.131 0.000 -0.061
C 1.51639 -1.43115 0.16161 -0.077 0.055 0.069
C 2.27329 -3.32172 -1.25546 -0.145 0.007 0.063
O 1.22687 -3.91015 -1.08552 -0.067 -0.100 -0.034
C 3.36186 -3.91402 -2.08336 0.074 0.105 0.038
C 3.18707 -5.17845 -2.62860 -0.002 -0.116 -0.064
C 4.18271 -5.73684 -3.40955 0.062 0.014 -0.029
C 5.35554 -5.03138 -3.65629 -0.041 -0.044 -0.003
C 5.53706 -3.77291 -3.11185 0.074 -0.076 -0.071
C 4.54614 -3.21222 -2.31762 -0.118 0.020 0.072
C 4.77067 -1.86840 -1.71352 0.071 0.125 0.027
O 5.79405 -1.25150 -1.92790 0.110 0.016 -0.032
H 0.95740 0.22431 1.39319 -0.014 0.009 0.011
H 3.10149 1.41792 1.07125 0.006 0.025 -0.007
H 4.85035 0.44534 -0.36481 0.033 -0.027 -0.056
H 0.58420 -1.95973 0.30482 0.014 -0.086 -0.032
H 2.27219 -5.72037 -2.43646 -0.065 0.070 0.049
H 4.04630 -6.72399 -3.82993 -0.001 -0.016 -0.014
H 6.13001 -5.46769 -4.27257 0.010 -0.013 -0.011
H 6.44772 -3.22166 -3.29685 -0.006 0.084 0.057
C 6.66299 7.74619 0.08636 0.034 0.047 -0.021
C 7.57824 8.33212 -0.78150 -0.043 -0.010 0.041
C 8.24038 7.55976 -1.71870 0.001 0.128 0.022
C 7.99841 6.19442 -1.78694 -0.056 -0.134 0.049
C 7.09427 5.60292 -0.90167 0.093 -0.024 -0.105
C 6.42194 6.38554 0.02727 -0.042 0.090 0.080
C 6.84921 4.13302 -0.92682 -0.109 -0.071 0.085
O 6.05910 3.61969 -0.16205 -0.013 -0.009 0.014
C 7.60648 3.31337 -1.91261 0.076 0.141 -0.034
C 7.43395 1.93737 -1.91969 -0.049 -0.117 0.030
C 8.11434 1.15896 -2.83581 0.091 -0.119 -0.114
C 8.96995 1.75210 -3.75797 -0.047 0.024 0.064
C 9.15304 3.12439 -3.75297 0.042 -0.106 -0.067
C 8.47885 3.90975 -2.82692 -0.084 0.038 0.101
C 8.70823 5.38102 -2.81574 0.091 0.052 -0.107
O 9.45345 5.90480 -3.61673 0.022 0.014 -0.004
H 6.14035 8.35381 0.81266 -0.008 0.014 0.011
H 7.77253 9.39473 -0.72630 -0.007 0.021 -0.001
H 8.94835 8.01008 -2.39954 0.024 -0.076 -0.070
H 5.71529 5.92357 0.70163 0.008 -0.101 -0.016
H 6.76748 1.47588 -1.20658 -0.043 0.045 0.025
H 7.97195 0.08687 -2.82994 -0.043 -0.013 -0.005
H 9.49598 1.14157 -4.47949 0.010 -0.013 -0.009
H 9.81902 3.59217 -4.46382 0.003 0.103 0.027